No. 1
Entry from the Open Molecules 2025 dataset: C20H39N7O2S3Se2Tc as an isolated structure (ωB97M-V/def2-TZVPD).

highest occupied orbital energy (alpha / beta)	-0.437 / -0.441	Ha
multiplicity	2
total charge	+2

XYZ file:
```
74
C20H39N7O2S3Se2Tc, DFT ωB97M-V/def2-TZVPD
Tc -0.6484 -0.5522 -1.1026
C 2.8561 0.8018 -4.9477
S 3.4626 -0.2459 -3.6171
C 2.0554 -0.5522 -2.6473
S 0.4705 0.0052 -3.1457
N 2.3243 -1.2403 -1.5743
N 1.1944 -1.4865 -0.8239
C 1.2979 -2.3204 0.1510
C 0.0931 -2.5236 0.9527
C 0.0418 -3.4050 2.0192
C -1.1294 -3.5031 2.7533
C -2.2097 -2.7133 2.3996
C -2.0988 -1.8632 1.3145
N -0.9762 -1.7735 0.5913
H 3.7109 0.9298 -5.6092
H 2.5402 1.7744 -4.5796
H 2.0529 0.3260 -5.5031
H 2.2401 -2.8102 0.3687
H 0.9138 -3.9960 2.2643
H -1.1923 -4.1777 3.5953
H -3.1305 -2.7343 2.9625
H -2.9047 -1.2062 1.0143
O -2.1180 4.9022 -1.8639
C -2.6027 4.4597 -0.6111
C -2.2721 2.9686 -0.4553
C -2.8546 2.4945 0.8932
O -4.2056 2.0757 0.8091
C -0.7432 2.8567 -0.4742
Se 0.1288 1.2198 0.1231
C -2.8903 2.2414 -1.6468
Se -2.8640 0.2926 -1.5671
H -2.3290 5.8336 -1.9781
H -3.6900 4.5954 -0.5398
H -2.1361 5.0145 0.2114
H -2.7510 3.2900 1.6392
H -2.2915 1.6371 1.2694
H -4.7861 2.8412 0.8673
H -0.3041 3.6313 0.1582
H -0.3620 3.0100 -1.4856
H -2.3679 2.5199 -2.5606
H -3.9383 2.5112 -1.7588
C 4.1303 -0.8876 5.2683
C 3.6646 -0.7708 3.8285
N 2.2196 -0.5948 3.7122
C 1.4470 0.4688 3.4391
S -0.2303 0.2222 3.2283
N 1.9249 1.7111 3.3149
C 3.2076 2.3173 3.6732
C 4.1172 2.5278 2.4759
H 5.2131 -0.9973 5.3075
H 3.6904 -1.7562 5.7586
H 3.8525 -0.0053 5.8447
H 3.9169 -1.6752 3.2692
H 4.1670 0.0435 3.3150
H 1.6558 -1.3971 3.9491
H 1.1931 2.3567 3.0611
H 3.6756 1.7294 4.4598
H 2.9694 3.2786 4.1318
H 4.4164 1.5855 2.0155
H 5.0188 3.0633 2.7706
H 3.6105 3.1191 1.7133
N -2.9308 -3.3460 -5.5559
C -2.4934 -3.6078 -4.1291
C -1.8253 -2.3506 -3.5877
N -1.4378 -2.4679 -2.1779
H -3.3671 -4.1707 -5.9771
H -2.1372 -3.0806 -6.1462
H -3.6107 -2.5811 -5.5983
H -1.8302 -4.4713 -4.1658
H -3.3971 -3.8762 -3.5827
H -2.5038 -1.4968 -3.6647
H -0.9292 -2.1043 -4.1574
H -0.7407 -3.1985 -2.0526
H -2.2433 -2.7159 -1.6071
```

No. 2
Entry from the Open Molecules 2025 dataset: C20H40AsBeF6O16 as an isolated structure (ωB97M-V/def2-TZVPD).

highest occupied orbital energy (alpha / beta)	-0.374 / -0.374	Ha
multiplicity	2
total charge	0

XYZ file:
```
84
C20H40AsBeF6O16, DFT ωB97M-V/def2-TZVPD
Be 16.4269 -6.1639 -7.6560
As 14.4097 -4.6293 -11.1443
F 15.0340 -5.9178 -12.2229
F 12.8912 -5.5203 -11.1015
F 13.7405 -3.3944 -9.9937
F 15.9680 -3.7513 -11.1446
F 13.8833 -3.7357 -12.6094
F 14.9905 -5.5059 -9.6550
C 16.5652 -8.7469 -12.9304
O 15.5979 -8.5133 -11.9581
H 16.5201 -9.7533 -13.3467
H 16.5863 -8.0288 -13.7501
H 17.5594 -8.6899 -12.4872
H 15.5531 -7.5566 -11.8914
C 12.9032 -8.5975 -9.9426
O 13.3734 -9.8525 -9.4201
H 13.0971 -8.6230 -11.0149
H 11.8228 -8.5668 -9.8010
H 13.4261 -7.7306 -9.5388
H 12.7760 -10.5496 -9.7006
C 11.1861 -1.7667 -9.1232
O 9.8960 -1.3601 -9.5723
H 11.1365 -2.4617 -8.2850
H 11.8028 -2.1741 -9.9243
H 11.6523 -0.8494 -8.7638
H 9.6842 -0.6108 -9.0108
C 14.8119 -3.1893 -7.1652
O 16.0777 -3.5996 -7.7391
H 14.4265 -2.2535 -7.5702
H 14.0149 -3.9130 -7.3357
H 14.7992 -3.0607 -6.0829
H 16.4622 -2.7851 -8.0712
C 19.2259 -2.5200 -12.7568
C 18.8588 -3.9845 -12.7707
C 18.1361 -4.4114 -14.0687
O 18.8978 -5.4784 -14.5392
C 20.0404 -5.6004 -13.8524
O 20.8894 -6.4533 -14.1298
O 20.0775 -4.7074 -12.8686
H 18.2941 -1.9556 -12.7207
H 19.8103 -2.2169 -13.6255
H 19.7762 -2.3024 -11.8414
H 18.2697 -4.2264 -11.8862
H 17.8568 -3.7067 -14.8520
H 17.1902 -4.8394 -13.7369
C 10.4703 -3.9719 -12.5585
C 10.1104 -5.3725 -12.0225
C 9.8023 -5.4100 -10.5257
O 8.6216 -6.0889 -10.4775
C 8.0713 -6.2168 -11.6682
O 6.8855 -6.5289 -11.8770
O 8.9288 -5.8536 -12.5537
H 9.7493 -3.2174 -12.2438
H 10.6564 -4.0119 -13.6318
H 11.4282 -3.7569 -12.0849
H 10.9415 -6.0357 -12.2623
H 9.6838 -4.4342 -10.0547
H 10.6001 -5.9609 -10.0276
C 14.1115 0.4403 -12.6078
C 13.4178 0.0327 -11.3127
C 14.3785 -0.2308 -10.1965
O 13.8243 0.5848 -9.1459
C 12.9305 1.4786 -9.6614
O 12.3726 2.4046 -9.0582
O 12.6873 1.1863 -10.8957
H 14.9201 1.1712 -12.6020
H 13.3505 0.8993 -13.2390
H 14.5258 -0.3955 -13.1717
H 12.7395 -0.8052 -11.4735
H 15.3757 0.1290 -10.4502
H 14.5092 -1.2931 -9.9904
C 15.0656 -4.9950 -16.0922
C 14.6948 -6.3696 -15.4904
C 13.2137 -6.7150 -15.3914
O 13.1737 -8.0517 -15.8896
C 14.3823 -8.4066 -16.4590
O 14.5882 -9.4294 -17.1553
O 15.3037 -7.4066 -16.2822
H 16.1442 -4.8614 -16.1744
H 14.7018 -4.2480 -15.3866
H 14.4908 -4.7385 -16.9821
H 15.0710 -6.2832 -14.4711
H 12.6308 -5.9933 -15.9636
H 12.8257 -6.6826 -14.3733
```

No. 3
Entry from the Open Molecules 2025 dataset: C20H40BBrClLiMgO9P as an isolated structure (ωB97M-V/def2-TZVPD).

highest occupied orbital energy	-0.308	Ha
total charge	+1

XYZ file:
```
75
C20H40BBrClLiMgO9P, DFT ωB97M-V/def2-TZVPD
C -6.0056 -1.3449 -1.6043
C -5.2004 -0.2660 -2.2716
O -5.1658 0.8443 -1.8258
O -4.4856 -0.5817 -3.3833
C -3.3340 -1.3750 -3.0771
C -2.1865 -0.4948 -2.5880
C -1.2437 -1.2582 -1.6481
C -1.8476 -1.3265 -0.2277
C -0.9485 -0.8506 0.9066
C -0.4830 0.6083 0.7862
C -1.5728 1.6088 0.3670
C -2.9111 1.5152 1.1046
C -3.0475 2.4083 2.3610
C -3.1824 1.7280 3.7447
C -2.6949 0.3104 3.8065
O -1.6078 -0.0085 4.1982
O -2.2651 3.5592 2.4359
B -2.9448 4.6245 1.6316
O -4.2980 4.1278 1.2675
C -4.4425 3.1511 2.1870
Br -6.0578 2.0132 1.9317
H -6.2040 -2.1540 -2.3011
H -5.4976 -1.6965 -0.7090
H -6.9472 -0.9160 -1.2753
H -3.0031 -1.8923 -3.9729
H -3.5551 -2.0947 -2.2854
H -1.6839 0.0270 -3.4000
H -2.6588 0.2841 -1.9902
H -1.1796 -2.2820 -2.0265
H -0.2287 -0.8687 -1.6699
H -2.8249 -0.8452 -0.2155
H -2.0546 -2.3800 -0.0243
H -0.0720 -1.4895 1.0097
H -1.4976 -0.9586 1.8414
H 0.2701 0.6299 -0.0063
H 0.0138 0.9964 1.6759
H -1.7724 1.5364 -0.6987
H -1.1667 2.6080 0.5153
H -3.1959 0.4894 1.3226
H -3.6627 1.8691 0.3977
H -4.1953 1.8066 4.1429
H -2.5557 2.2990 4.4285
H -3.4012 -0.4723 3.4695
H -2.3421 4.6788 0.5546
H -2.9182 5.7451 2.1720
H -4.6238 3.6645 3.1418
Li -1.1075 6.2895 2.3913
O 5.5954 -1.8428 0.8604
P 4.7988 -1.4584 -0.3131
O 5.3925 -0.0785 -0.9135
C 6.7856 0.2328 -0.8135
C 7.6271 -0.4656 -1.8613
O 3.3686 -1.0141 0.2542
C 3.0894 -0.9871 1.6580
C 3.4622 0.3472 2.2675
O 4.0822 -2.0369 -1.6318
C 4.7251 -2.1584 -2.8913
C 5.6179 -3.3886 -2.9662
H 7.1620 0.0061 0.1846
H 6.8634 1.3120 -0.9431
H 7.5162 -1.5510 -1.7933
H 8.6803 -0.2207 -1.7294
H 7.3372 -0.1581 -2.8676
H 3.5831 -1.8091 2.1731
H 2.0154 -1.1390 1.7645
H 4.5007 0.6054 2.0567
H 3.3188 0.3255 3.3479
H 2.8410 1.1407 1.8485
H 5.2674 -1.2497 -3.1510
H 3.9278 -2.2589 -3.6271
H 6.3600 -3.3906 -2.1490
H 6.1461 -3.4316 -3.9210
H 5.0029 -4.2995 -2.8695
Mg 6.3982 -5.4913 -1.9958
Cl -7.4749 0.5938 3.4315
```

No. 4
Entry from the Open Molecules 2025 dataset: C20H40Br2NiO10S4 as an isolated structure (ωB97M-V/def2-TZVPD).

highest occupied orbital energy (alpha / beta)	-0.297 / -0.292	Ha
multiplicity	3
total charge	0

XYZ file:
```
77
C20H40Br2NiO10S4, DFT ωB97M-V/def2-TZVPD
Ni -2.2690 1.8116 -1.6066
O -1.1925 2.8688 -0.3407
C -0.6008 1.8410 0.4001
C -0.6402 0.3640 -0.0910
O -1.6697 0.0177 -0.9854
H -0.9479 2.0208 1.4357
H 0.4894 1.9960 0.5124
H -0.5716 -0.2826 0.7995
H 0.3062 0.1866 -0.6293
C 4.9522 3.4310 1.0086
C 5.7506 3.1282 2.2824
C 4.8186 3.3495 3.4444
S 3.1301 2.9559 2.9216
O 2.3411 4.1172 3.2281
O 2.7391 1.6484 3.3912
C 3.5981 2.7469 1.1549
H 5.6064 3.3848 0.1410
H 4.7064 4.5046 1.0305
H 6.6689 3.7072 2.3886
H 6.1410 2.1036 2.2706
H 4.7249 4.4393 3.4976
H 4.9980 2.9738 4.4473
H 2.7703 3.1391 0.5675
H 3.7596 1.6898 0.9345
C -3.1515 -1.6651 -5.6671
C -2.6472 -2.3497 -4.4053
C -3.4896 -1.7613 -3.2718
S -4.1059 -0.1223 -3.8094
O -3.4260 0.8895 -3.0258
O -5.5246 -0.0666 -3.9975
C -3.3186 -0.1856 -5.4074
H -4.1354 -2.0664 -5.9547
H -2.6629 -1.8262 -6.6308
H -1.6123 -1.9941 -4.3664
H -2.5919 -3.4334 -4.4499
H -2.8377 -1.4901 -2.4317
H -4.2880 -2.3433 -2.8169
H -2.3483 0.2996 -5.2758
H -3.8990 0.3710 -6.1380
C 1.4334 -3.2664 1.2969
C 1.1920 -2.4413 2.5737
C 2.3310 -1.4348 2.8011
S 3.6975 -1.9516 1.7504
O 4.8806 -2.1792 2.5366
O 3.7732 -0.9752 0.6876
C 2.9560 -3.4781 1.1664
H 1.0336 -2.7402 0.4243
H 0.9277 -4.2293 1.3375
H 1.1522 -3.2003 3.3606
H 0.2309 -1.9339 2.6539
H 2.6541 -1.5750 3.8295
H 2.1356 -0.4003 2.5404
H 3.0867 -4.3186 1.8516
H 3.2716 -3.8102 0.1809
C -3.8129 1.0825 3.3659
C -3.1548 -0.0353 2.5353
C -3.9997 -0.2813 1.3162
S -4.6800 1.3480 0.8344
O -6.1094 1.2149 0.7381
O -3.9770 1.8868 -0.3051
C -4.2178 2.1862 2.3775
H -3.3244 1.4558 4.2628
H -4.7732 0.7352 3.7752
H -3.0978 -0.9265 3.1623
H -2.1325 0.2885 2.3366
H -4.8798 -0.9056 1.4339
H -3.3773 -0.4915 0.4386
H -4.9580 2.9226 2.6714
H -3.2633 2.6821 2.1663
Br 1.9695 -4.0291 -3.9276
C 1.3199 -2.3142 -3.3413
C 2.3523 -1.4718 -2.6677
Br 3.8228 -0.8801 -3.8211
H 0.4824 -2.5944 -2.7018
H 0.8274 -1.7483 -4.1331
H 2.8121 -1.9816 -1.8242
H 1.8453 -0.6073 -2.2388
```

No. 5
Entry from the Open Molecules 2025 dataset: a 8-piece molecular cluster, C20H40Cl4O6 overall (ωB97M-V/def2-TZVPD).

highest occupied orbital energy	-0.344	Ha
total charge	0
structure (SMILES)	CC(C)=O.CC(C)=O.CC(C)=O.CC(C)=O.CC(C)=O.CC(C)=O.ClCCl.ClCCl

XYZ file:
```
70
C20H40Cl4O6, DFT ωB97M-V/def2-TZVPD
C 6.6420 6.6621 5.6946
C 6.5959 7.5068 6.9367
C 6.8964 8.9444 6.8900
O 6.2520 6.9522 7.9625
H 7.2355 5.7730 5.8790
H 7.0022 7.1003 4.8003
H 5.6114 6.3077 5.4872
H 6.6099 9.2769 5.9132
H 7.9568 9.0751 6.9749
H 6.3696 9.4845 7.6672
C 9.0113 15.4011 7.8294
C 9.7610 15.3068 6.5945
C 9.8703 16.5120 5.6616
O 10.2596 14.2618 6.2345
H 7.9283 15.5341 7.6260
H 9.3674 16.2882 8.3996
H 9.1503 14.5214 8.4177
H 9.8684 16.1418 4.6665
H 10.8128 17.0391 5.9219
H 9.0756 17.2556 5.8867
C 11.8554 6.5642 9.8546
C 11.6597 6.4292 8.3827
C 10.3182 6.8939 7.8792
O 12.5201 5.9076 7.6698
H 11.2280 5.8498 10.3810
H 11.6182 7.5959 10.1037
H 12.8778 6.3507 10.1235
H 10.0753 6.7364 6.8187
H 10.2066 7.9783 8.0009
H 9.5007 6.4892 8.4521
C 10.3595 11.5039 8.9460
C 11.6167 10.6606 8.6394
C 12.3252 10.9951 7.3804
O 12.0332 9.8066 9.4237
H 9.5553 11.2196 8.1984
H 10.5162 12.5818 8.8281
H 9.9472 11.2848 9.9493
H 13.2869 10.4257 7.3742
H 12.6188 12.0333 7.4631
H 11.5840 10.8656 6.5464
C 14.7976 10.2248 11.9625
C 13.3244 10.6050 12.0033
C 12.5045 9.9225 13.0455
O 12.9447 11.4889 11.2421
H 15.1659 10.0221 10.9531
H 15.1593 9.4676 12.6265
H 15.3739 11.1669 12.2349
H 12.6908 8.8437 13.0160
H 11.4792 10.1989 12.8190
H 12.8105 10.2454 14.0132
C 15.1694 7.0318 5.8045
C 15.7009 8.0529 6.8336
C 15.4092 7.7772 8.2785
O 16.3322 9.0766 6.5518
H 14.1478 6.7393 6.0041
H 15.7291 6.0491 5.9699
H 15.2938 7.4645 4.8391
H 15.5718 6.6968 8.5751
H 14.3194 7.9150 8.3763
H 16.0171 8.4207 8.9568
Cl 14.5946 14.5438 7.2425
C 15.5282 13.1192 7.8005
Cl 14.9403 12.5146 9.3154
H 15.3831 12.3701 7.0410
H 16.6121 13.3170 7.9838
Cl 12.0806 14.7680 9.5476
C 11.2060 14.3795 11.0655
Cl 9.5723 14.9945 11.2236
H 11.1802 13.2575 11.0965
H 11.8224 14.8139 11.8240
```

No. 6
Entry from the Open Molecules 2025 dataset: C20H40ClFN4O6P3STi as an isolated structure (ωB97M-V/def2-TZVPD).

highest occupied orbital energy	-0.321	Ha
total charge	+1

XYZ file:
```
77
C20H40ClFN4O6P3STi, DFT ωB97M-V/def2-TZVPD
C 0.7323 -1.6670 4.2135
C -0.2666 -2.8462 4.4620
C -0.6630 -3.6577 3.1696
O -1.8168 -3.9587 3.0949
O 0.2989 -4.0403 2.2661
C 0.0686 -3.4731 0.9192
C 0.5625 -2.0278 0.9234
P 1.1294 -1.0061 -0.5989
C 1.6521 0.0666 -2.0814
C 2.9706 0.8966 -2.0747
C 2.8081 2.4166 -2.5076
F 3.5177 3.2012 -1.5556
C 1.5945 0.3688 0.6721
C 1.3632 1.8942 0.4736
C 0.5105 2.4496 1.7075
C -0.3983 3.6837 1.3266
C -1.9606 3.4406 1.5547
C -2.7093 3.8835 0.2557
C -4.1666 3.3315 0.0367
S -4.5636 1.7259 0.8061
C -5.1140 0.5847 -0.4389
N -6.3539 0.0704 -0.4861
N -6.4704 -0.7721 -1.5011
C -5.2819 -0.8472 -2.1450
O -4.4611 0.0028 -1.4789
C 2.8323 -1.9009 -0.3891
C 3.8930 -1.9798 -1.4885
C 3.8297 -2.2636 -3.0193
N 5.0956 -1.8229 -1.0684
P 0.5628 -2.5565 -2.2314
O 1.4827 -3.9503 -2.0973
Cl -1.3289 -3.4459 -2.0540
P -1.0138 -0.3147 -0.9025
N -1.3813 1.1626 -0.4916
O -1.4315 -0.3384 -2.5527
O -2.1451 -1.1794 0.0019
H 1.6998 -1.9576 3.7516
H 0.9877 -1.2177 5.2085
H 0.2470 -0.8318 3.6453
H -1.1861 -2.3979 4.9067
H 0.1809 -3.5087 5.2369
H -1.0471 -3.5083 0.8133
H 0.4838 -4.2443 0.2477
H -0.1533 -1.4609 1.5812
H 1.4656 -2.0431 1.5925
H 0.8431 0.8444 -2.1954
H 1.5962 -0.4664 -3.0688
H 3.5830 0.9033 -1.1500
H 3.6435 0.4862 -2.8720
H 1.7428 2.7385 -2.5249
H 3.3340 2.6136 -3.4710
H 2.7138 0.3524 0.7648
H 1.2932 0.1273 1.7212
H 0.9570 2.2698 -0.4864
H 2.3058 2.5001 0.5834
H 1.2163 2.8058 2.5018
H -0.1086 1.6554 2.1812
H -0.1292 4.5111 2.0326
H -0.1750 4.0460 0.2979
H -2.0636 2.3730 1.8281
H -2.3046 4.0424 2.4291
H -2.8089 5.0169 0.3363
H -2.0460 3.7375 -0.6286
H -4.3721 3.3331 -1.0644
H -4.8912 4.0812 0.4522
H -5.0092 -1.4613 -3.0128
H 3.3741 -1.6145 0.5510
H 2.6302 -2.9681 -0.0745
H 2.8696 -2.0990 -3.5485
H 4.1068 -3.3384 -3.1774
H 4.6075 -1.6867 -3.5787
H 5.7618 -1.8846 -1.8404
H 0.9588 -4.7269 -2.3690
H -1.6812 1.7430 -1.2711
H -2.3151 0.0824 -2.5705
H -2.2422 -0.7136 0.8550
Ti -3.4467 6.7358 0.6658
```